Entry 1:
117
Properties=species:S:1:pos:R:3 method="wB97M-V/def2-TZVPD" energy_ev=-276543.8827 charge=0 lumo_energy_ev=-0.1 relative_energy_kcal_mol=12.12
H -2.86049 3.19403 1.07012
H 1.44528 2.99650 -5.07748
H 2.37341 0.56700 0.39016
C 1.24354 3.48726 -4.12070
H -0.20155 4.64955 -5.17431
H -1.46246 1.63146 5.13190
H 0.33288 5.03684 2.19330
H -2.91283 -4.76605 4.06450
Br 4.47069 -6.80869 -3.20974
C 1.99891 3.67402 0.28715
N 1.67763 -3.47504 -1.58725
H -3.66314 -1.13532 4.95517
H -1.26167 5.81069 -3.34906
H 1.58800 -6.72337 -2.45351
H 0.17142 -4.86035 -1.57009
O -1.02627 -1.46677 -2.63227
H 2.36597 1.89862 -3.18587
C -1.56506 4.93465 1.17929
C 3.32631 -5.45548 -2.55620
C 2.83588 4.27525 1.21387
C -0.36819 5.22827 -3.12015
C 2.95828 -3.21622 -1.84271
C 1.21857 -4.69905 -1.80632
C -2.40042 -5.11113 3.16637
C 4.04026 4.78269 0.74328
H -4.10952 -3.09327 0.04262
C 2.36350 3.55888 -1.05305
H 2.02383 4.24593 -3.99996
C -2.69007 -1.39134 4.52589
C 3.70795 -2.32135 2.12933
H -4.33699 0.30743 2.33722
H -5.08429 -4.55113 1.16134
N 1.55140 -1.29223 2.48331
H -3.34049 4.37894 2.29392
C 0.36203 2.56776 -0.78220
H -2.31754 -6.20060 3.20118
H -4.81487 -5.94713 2.20371
C -2.48032 -4.23482 0.91726
C -1.77895 -0.23804 -4.96364
H -1.40641 -4.67701 3.13052
Si -2.06874 -0.04075 3.35527
H -3.94673 -2.18413 -5.43943
C 0.02045 2.97698 1.68002
C -2.92658 4.26012 1.29025
H 0.07999 -0.03236 5.25223
C 0.56752 -0.72046 3.24582
C 3.04913 0.05146 -0.28459
O -2.43903 -3.08564 -1.16012
H -0.52218 4.77971 -2.14204
C -0.50843 4.34265 2.11065
H -3.97892 -1.95092 -1.93383
H -0.76705 2.23886 1.53517
H 5.32357 -1.94364 -2.57096
H 0.47396 5.92220 -3.05233
H 4.62101 1.52295 -0.15757
C -2.17110 1.59341 4.30163
N 1.34682 2.86024 -1.68162
H -3.50853 -3.35662 -2.90819
H -5.00118 -4.33324 2.90994
C 4.68458 -1.37319 -1.91367
Se -1.23538 1.76090 -1.15335
H 4.43678 -2.90288 2.69428
H -4.32114 -0.47015 -5.21920
C -4.58658 -4.88708 2.06515
H -4.67475 -1.60299 -3.92990
H -0.91818 4.23630 3.11898
N -3.15435 -4.68500 1.99752
H -1.21095 4.87502 0.14658
H 2.56639 4.34316 2.25893
C -3.33899 0.05781 1.96662
H -3.17366 1.74958 4.71074
H 4.87419 -3.98204 -2.50157
H -3.04690 0.80305 1.22223
C 3.00246 -1.49429 4.38669
Br 6.78416 0.54167 -1.95244
H -1.95310 2.43482 3.64122
C 0.83806 -0.49963 4.63657
C 5.09911 -0.14330 -1.43680
C 3.82893 -4.18821 -2.32834
H -2.23380 0.74794 -5.07807
O -1.26213 -4.17320 0.87824
C 4.29753 0.58297 -0.57864
Rb -0.18453 -1.78465 0.14259
H -1.99417 -1.57600 5.34742
C 2.03255 -0.88184 5.18461
C -3.95950 -1.36519 -4.71334
C 4.39557 4.68400 -0.60321
H -2.80019 -2.32777 3.97056
N 2.62161 -1.11245 -0.74796
H -3.63364 4.69364 0.58125
H -1.66833 5.99985 1.40202
C 3.56443 4.06312 -1.52557
H 2.21963 -0.71503 6.24028
H 4.25320 -1.56775 1.55455
C 1.40170 2.39993 -3.06104
N 0.76458 3.05612 0.42272
H -0.83012 -0.13677 -4.44698
H -3.40028 -0.90957 1.45359
C -3.12236 -2.55500 -2.26439
H 5.34360 5.08734 -0.93284
N -2.64290 -1.09572 -4.17388
C -2.15360 -1.66246 -3.04109
H 3.94943 -1.82579 4.79043
C 1.99945 -5.73735 -2.29538
C 2.70207 -1.66988 3.04579
H 0.69321 2.56181 2.43438
N -0.58151 -0.40566 2.64844
H 3.20006 -2.97331 1.41763
C -0.12283 4.17242 -4.19388
H -0.90931 3.41355 -4.14915
H 0.61757 1.64876 -3.15703
H -3.76673 -4.63161 -0.77512
C -3.30484 -3.76319 -0.28358
H 4.71789 5.26274 1.43645
H 3.85303 3.96644 -2.56345
C 3.43582 -1.83767 -1.50948
H -1.61107 -0.66856 -5.95435

Entry 2:
132
Properties=species:S:1:pos:R:3 method="wB97M-V/def2-TZVPD" energy_ev=-117028.7281 charge=0 lumo_energy_ev=0.1 relative_energy_kcal_mol=0.00 smiles="FC(F)C(F)(F)COC(F)(F)C(F)F.FC(F)C(F)(F)COC(F)(F)C(F)F.O=C1CCCO1.O=C1CCCO1.O=C1CCCO1.O=C1CCCO1.O=C1CCCO1.CCCC#N.CCCC#N.CCCC#N"
C -4.46292 4.89652 4.33114
C 6.73489 -3.07217 -7.46361
C 0.02110 -6.19994 3.13544
O -1.79837 -0.07419 -2.16696
H -5.47635 7.31788 5.19010
C 5.07537 -7.26759 -2.00399
H -4.75123 5.16311 3.31433
H -4.53959 7.67059 3.70071
H -7.20779 -3.25371 3.74210
H -0.31208 -0.68401 9.16641
H -0.92816 2.20711 9.26828
C -5.18158 -1.18486 -8.95202
C 4.97973 6.16230 3.90643
N -2.20737 -0.60166 -10.95092
H 3.48885 -10.18952 -2.08841
H 0.61780 -4.34910 3.71674
H 0.24594 1.84441 0.97921
C 3.82042 7.05685 4.31998
C 0.19998 -0.78575 -0.96613
F 6.06609 -4.96782 -11.09991
H -5.14042 -2.27378 -8.97767
H 1.78099 0.47823 -0.09982
H -8.09684 -3.20146 1.65330
F 7.93792 -6.01781 -11.02019
O -5.82209 -1.13135 2.21864
H -4.66004 3.95585 -4.84419
C 7.33308 -4.92715 -10.63999
C -7.02073 -3.03612 1.60069
H -5.93342 6.94533 -2.70591
F 3.81824 8.17166 3.65145
N -0.69102 -6.83543 2.48483
H 2.24872 0.99744 9.31445
H -5.78958 -4.16390 3.06042
C 5.52192 -2.12749 -7.23020
C -3.71721 6.09455 4.88165
H -3.75687 4.08290 4.16495
O 6.10701 -8.16432 -1.96972
C -4.48028 7.43637 4.76359
O -1.16324 0.94154 -0.23205
H -4.99328 6.40835 -1.39555
O 6.68802 -3.54362 -8.85925
F 5.00750 5.89025 2.58186
C 5.53337 -9.44212 -2.09212
H -2.75421 6.14816 4.37386
H 2.06358 6.72337 6.39152
O -6.31517 5.00813 -2.25738
C -3.32412 -0.70957 -11.17979
C 1.14844 1.26101 7.43551
H 7.82092 -4.06506 -11.09488
F 3.79982 9.16291 7.89486
H 3.46680 -7.92969 -3.22529
H 0.12920 0.39122 10.40701
C -4.77144 -0.90941 -11.50213
C 0.11279 0.30790 9.32032
F 6.99416 -5.69035 -8.47395
H -1.70547 0.84688 8.38804
F 0.62422 7.51532 8.51119
H 1.82765 8.63108 9.57201
O 1.86812 1.50172 6.45398
C 7.45810 -4.67550 -9.14010
C -1.03042 0.01357 -1.20811
H -4.17465 -0.81894 -8.75129
O -0.09673 1.68771 7.47173
H 1.97063 -0.45853 8.37604
C -0.76110 1.31931 8.65835
H 2.94522 -6.76818 5.39269
F 5.46680 -1.69071 -5.92937
C -6.28017 4.27756 -3.38060
H 4.22776 -6.64541 4.14004
O 5.29166 -6.06523 -1.81355
F 3.05942 -2.05732 -7.34924
F 1.16105 9.62959 8.04045
H -3.89383 6.56064 -3.91700
H 6.71327 -3.94236 -6.80757
C 2.69182 7.61345 6.42592
C 3.74366 -7.94426 -2.17113
H -5.05798 -0.28347 -12.34722
H -3.50874 5.13202 -2.98356
H 2.95038 -4.67324 4.01934
H -6.50148 -3.72906 0.93865
C -5.15379 4.79653 -4.35678
C 3.15774 -6.74196 4.32392
H 1.28035 -0.79799 0.97503
H 4.06654 -9.41105 -0.56431
F 2.66765 6.45878 4.06595
H -7.69123 -0.99225 1.15488
C -6.76641 -1.56044 1.25481
H -5.77309 -0.83256 -8.10697
H 2.98743 -7.40525 -1.60046
H 2.13141 8.31851 5.81196
H 5.59305 -9.77119 -3.12955
C 0.91578 -0.10354 0.21810
H 2.62651 -5.53604 2.56957
F 3.49627 7.05492 8.53248
H -0.05031 -1.83526 -0.81125
H 4.80111 5.17988 4.34351
O -5.06767 -1.75108 4.25144
O 3.91593 7.33079 5.73230
H -4.85365 -1.94842 -11.82119
H 0.86734 -0.71951 -1.82538
C -5.62578 4.48664 5.21294
F 8.73421 -4.47167 -8.72428
H -5.60306 0.55946 -10.20984
C 1.58837 8.46996 8.52088
H 7.60865 -2.44898 -7.27313
C -0.15572 0.85332 0.76828
H -5.61769 5.41117 -5.12822
C 1.51054 0.47197 8.70859
C 4.07446 -9.37941 -1.65382
C -5.69998 -0.52448 -10.27137
C -4.33466 5.70649 -3.40299
C 2.92768 8.09526 7.86577
C 4.14859 -2.73997 -7.70273
F 5.67954 -1.00724 -7.92689
H 2.89807 -7.70638 3.88738
F 6.22932 6.45062 4.25319
N -6.50910 4.12078 5.87485
C 2.43618 -5.55742 3.64261
H -3.94923 8.25698 5.24596
C 0.91922 -5.36591 3.96845
C -5.67134 -1.98864 3.21856
F 4.01447 -3.95802 -7.16424
H -0.67127 0.46744 1.64771
C -5.36124 6.08130 -2.36804
H 6.11351 -10.16928 -1.52398
H -3.48026 5.88024 5.92377
H 0.67080 -5.52503 5.01777
O -7.14951 3.41859 -3.58343
H -6.28093 -1.62683 0.28116
C -6.42533 -3.28183 2.98377
H -6.75865 -0.75633 -10.38780
H 4.13232 -2.85720 -8.78629

How do the records compare in HOMO energy? In the order shown, they have -5.9, -9.9 eV.